107
Properties=species:S:1:pos:R:3 method="wB97M-V/def2-TZVPD" e_homo_ev=-4.51 charge=-1 relative_energy_kcal_mol=9.0 energy_ha=-8702.798710
Ir -0.6244 -0.3232 -0.4454
C -1.1843 1.6372 2.2763
N 0.0622 1.3674 2.9794
C 1.3037 1.1059 2.2762
P 1.2178 -0.1961 0.9537
C 1.4381 -1.7364 1.9099
C 1.2702 -1.7746 3.2951
C 1.4244 -2.9632 3.9892
C 1.7596 -4.1312 3.3146
C 1.9264 -4.1043 1.9406
C 1.7532 -2.9174 1.2444
C 2.8158 0.1379 0.1395
C 2.9881 1.3882 -0.4550
C 4.1603 1.6971 -1.1219
C 5.1699 0.7502 -1.2193
C 5.0053 -0.4977 -0.6447
C 3.8346 -0.8054 0.0374
C 0.0733 1.5729 4.3553
C 1.2655 1.7639 5.0680
C 1.2518 1.9457 6.4423
C 0.0617 1.9620 7.1530
C -1.1248 1.7959 6.4522
C -1.1285 1.6082 5.0808
P -1.1990 1.6237 0.4367
C -0.1975 3.0818 -0.0166
C 0.2508 3.9693 0.9656
C 1.0134 5.0727 0.6182
C 1.3166 5.3118 -0.7155
C 0.8594 4.4495 -1.6982
C 0.1098 3.3312 -1.3577
C -2.9156 2.1422 0.1942
C -3.2973 3.4367 0.5403
C -4.6186 3.8265 0.3985
C -5.5562 2.9270 -0.0952
C -5.1732 1.6430 -0.4485
C -3.8509 1.2462 -0.3082
H -1.6000 2.6107 2.5745
H -1.9526 0.8854 2.5196
H 2.0455 0.7156 2.9692
H 1.7509 2.0048 1.8323
H 0.9783 -0.8934 3.8497
H 1.2711 -2.9764 5.0609
H 1.8783 -5.0593 3.8597
H 2.1639 -5.0068 1.3924
H 1.8757 -2.9210 0.1700
H 2.1959 2.1094 -0.4285
H 4.2724 2.6705 -1.5830
H 6.0824 0.9832 -1.7543
H 5.7801 -1.2474 -0.7348
H 3.7117 -1.7887 0.4611
H 2.2190 1.7937 4.5609
H 2.1946 2.0886 6.9559
H 0.0575 2.1065 8.2248
H -2.0714 1.8033 6.9781
H -2.0744 1.4609 4.5811
H 0.0341 3.7898 2.0114
H 1.3706 5.7456 1.3872
H 1.9105 6.1766 -0.9861
H 1.0882 4.6375 -2.7394
H -0.2245 2.6284 -2.1078
H -2.5602 4.1469 0.9020
H -4.9135 4.8354 0.6583
H -6.5861 3.2377 -0.2195
H -5.8979 0.9504 -0.8575
H -3.5303 0.2667 -0.6289
O -4.6365 -2.9045 -0.3252
C -3.8258 -3.9993 0.0479
C -2.3276 -3.9188 -0.3078
C -1.8466 -5.3828 -0.4298
O -0.4429 -5.5200 -0.5802
C -1.5166 -3.2854 0.8145
Se -1.9009 -1.4396 1.3251
C -2.0959 -3.2955 -1.6872
Se -2.1855 -1.3633 -2.0616
H -4.1023 -2.0984 -0.2741
H -4.2487 -4.8625 -0.4778
H -3.9198 -4.1904 1.1267
H -2.3743 -5.8549 -1.2684
H -2.1077 -5.9303 0.4806
H -0.1671 -5.0648 -1.3901
H -0.4577 -3.3365 0.5935
H -1.6853 -3.8644 1.7276
H -2.8473 -3.7082 -2.3645
H -1.1169 -3.5674 -2.0738
F -1.5843 3.9281 -4.5721
C -2.5238 3.0156 -4.1985
F -3.2369 3.5967 -3.2198
F -3.3520 2.8694 -5.2494
C -1.8215 1.6829 -3.7783
O -1.2677 1.0949 -4.7079
O -1.8668 1.4523 -2.5510
O 0.7028 0.4003 -2.1016
C 1.1923 -0.6601 -2.5345
N 1.1072 -1.7916 -1.8423
S 1.8754 -3.0201 -2.5539
O 0.9641 -4.0817 -2.9120
O 3.0373 -3.4301 -1.7980
C 2.3831 -2.0922 -3.9822
C 3.0907 -2.4791 -5.0998
C 3.3136 -1.5144 -6.0767
C 2.8270 -0.2162 -5.9324
C 2.1174 0.1575 -4.7980
C 1.9187 -0.7999 -3.8238
H 3.4488 -3.4933 -5.2160
H 3.8607 -1.7820 -6.9719
H 2.9927 0.5052 -6.7218
H 1.6951 1.1458 -4.6781

=====

20
Properties=species:S:1:pos:R:3 method="wB97M-V/def2-TZVPD" e_homo_ev=-8.35 charge=0 relative_energy_kcal_mol=0.0 energy_ha=-1757.556455
O 2.1650 -2.8797 -0.8292
C 0.8881 -2.4781 -0.3830
N 1.4387 -1.5787 0.6814
C 0.9446 -0.3562 1.1445
S 1.4906 0.0983 2.5873
C -0.0649 0.4690 0.4352
C 0.2281 1.8148 0.0388
Cl 1.8230 2.5548 0.2355
C -0.6148 2.6489 -0.5939
C -1.9360 2.2078 -0.8043
C -2.2575 0.9305 -0.3223
C -1.3701 0.0592 0.2633
Cl -1.8397 -1.3288 1.2802
H 2.6665 -2.1456 -1.2308
H 0.3719 -1.9338 -1.1516
H 0.2162 -3.2415 0.0034
H 2.1258 -1.9452 1.3302
H -0.3477 3.5471 -1.0547
H -2.5217 2.9534 -1.3065
H -3.4060 0.6038 -0.3233

=====

21
Properties=species:S:1:pos:R:3 method="wB97M-V/def2-TZVPD" e_homo_ev=-6.78 charge=0 relative_energy_kcal_mol=149.4 energy_ha=-399.509181
C 2.1102 -0.1906 0.3887
C 0.8529 0.5059 0.7568
C -0.2521 0.2183 -0.2214
C -0.8256 1.2751 -0.8689
N -1.9077 1.0709 -1.7556
N -0.5877 -1.0904 -0.3402
N 1.9023 -1.5729 0.4112
H 2.5511 0.1787 -0.5520
H 2.9657 0.0385 1.2466
H 1.0260 1.5601 0.8850
H 0.5302 0.0693 1.7411
H -0.5117 2.2840 -0.6236
H -2.0389 1.8622 -2.3847
H -2.7823 0.9239 -1.2330
H 2.5792 -2.0489 -0.1701
H -0.9631 -1.2811 -1.2659
H 0.9250 -1.7322 0.0210
H 3.5283 0.3405 1.8668
H -3.5316 -1.0022 1.2827
H -2.3261 -0.8621 0.3295
O -3.2442 -0.5470 0.4858

=====

91
Properties=species:S:1:pos:R:3 method="wB97M-V/def2-TZVPD" e_homo_ev=-8.64 charge=0 relative_energy_kcal_mol=0.0 energy_ha=-2194.564601
C 1.2669 0.2491 0.5824
C 0.3134 0.0025 -0.1172
B -0.6996 0.0150 -1.2565
C -0.4051 -0.7552 -2.5840
C -1.3582 -1.9565 -2.7595
C -1.0671 -2.7218 -4.0564
C -1.4577 -1.9413 -5.3217
O -0.3258 -1.3326 -5.9413
C -0.4587 0.0429 -6.2433
C -2.0294 0.8593 -1.0776
Cl -3.0380 0.1541 0.2266
C -1.6570 2.3515 -0.8543
C -1.6258 2.8092 0.6055
H 2.1245 0.4662 1.1861
H -0.5779 -0.0594 -3.4181
H 0.6344 -1.0779 -2.6511
H -2.3954 -1.6117 -2.7585
H -1.2269 -2.6342 -1.9117
H -1.6399 -3.6519 -4.0497
H -0.0051 -2.9671 -4.0900
H -2.2173 -1.2059 -5.0451
H -1.8792 -2.6635 -6.0250
H 0.1324 0.6448 -5.5454
H -1.4963 0.3827 -6.2066
H -0.0857 0.2379 -7.2509
H -2.6351 0.7880 -1.9814
H -2.3075 2.9886 -1.4538
H -0.6375 2.4832 -1.2354
H -2.6119 2.7669 1.0601
H -0.9187 2.1956 1.1622
H -1.2606 3.8378 0.6336
C -2.5445 -0.7895 3.4933
N -3.1499 -1.0153 4.7931
C -3.5041 -2.3709 5.1783
C -3.3929 -0.0131 5.6555
O -3.8986 -0.1480 6.7550
H -3.2186 -1.1230 2.7056
H -1.6116 -1.3493 3.4099
H -2.3368 0.2698 3.3558
H -4.5752 -2.4386 5.3773
H -2.9758 -2.6544 6.0892
H -3.2312 -3.0517 4.3750
H -3.0853 0.9734 5.2661
C 4.2926 4.0180 4.3786
N 3.5623 2.8964 3.8116
C 2.1159 2.9783 3.6932
C 4.1758 1.7803 3.3909
O 3.6050 0.8133 2.9142
H 3.9626 4.2167 5.3973
H 4.1351 4.9152 3.7797
H 5.3559 3.7935 4.3942
H 1.6425 2.1747 4.2582
H 1.8130 2.8807 2.6497
H 1.7808 3.9382 4.0777
H 5.2708 1.8116 3.5180
C -5.0732 -5.8754 0.5727
N -4.2753 -4.8399 1.1958
C -4.6885 -3.4513 1.0813
C -3.1525 -5.1126 1.8864
O -2.4627 -4.2727 2.4340
H -5.1315 -5.7166 -0.5060
H -6.0851 -5.8773 0.9827
H -4.6207 -6.8476 0.7575
H -3.9122 -2.8668 0.5853
H -4.8514 -3.0271 2.0731
H -5.6098 -3.3903 0.5074
H -2.9106 -6.1883 1.9178
C -0.3107 -1.3838 -9.8569
N -1.2895 -2.4356 -9.6828
C -2.2506 -2.7003 -10.7392
C -1.3356 -3.1877 -8.5648
O -2.1362 -4.0859 -8.3751
H -0.8032 -0.4177 -9.9909
H 0.3145 -1.5820 -10.7303
H 0.3268 -1.3343 -8.9763
H -3.2679 -2.5711 -10.3684
H -2.1503 -3.7260 -11.0949
H -2.0757 -2.0126 -11.5633
H -0.5715 -2.9114 -7.8227
C 8.6168 4.9621 7.8194
N 7.8268 5.4155 6.6924
C 8.4518 5.5284 5.3850
C 6.5265 5.7428 6.8132
O 5.8245 6.1259 5.8960
H 9.4568 5.6371 7.9936
H 9.0045 3.9583 7.6357
H 7.9982 4.9380 8.7142
H 8.3916 6.5551 5.0236
H 7.9445 4.8871 4.6636
H 9.4947 5.2311 5.4602
H 6.1446 5.6301 7.8418

=====

13
Properties=species:S:1:pos:R:3 method="wB97M-V/def2-TZVPD" e_homo_ev=-9.06 charge=0 relative_energy_kcal_mol=108.4 energy_ha=-303.463306
H -3.0486 -2.7735 -1.6522
N -3.1990 -3.1351 -0.7098
C -2.2187 -3.0048 0.0874
C -0.8367 -2.9877 -0.2936
C 0.2832 -2.9772 -0.7350
H -2.4135 -3.3110 1.1163
H 1.2802 -2.8886 -1.0583
C 1.0187 3.9556 0.0440
C 1.7687 3.2130 0.8115
N 2.4056 2.6340 1.6730
H 0.6667 4.9792 0.0581
H 0.8762 3.7074 -1.0017
H 3.4171 2.5886 1.6602

=====

14
Properties=species:S:1:pos:R:3 method="wB97M-V/def2-TZVPD" e_homo_ev=-8.34 charge=0 relative_energy_kcal_mol=4.7 energy_ha=-714.185113
N 0.3200 0.7444 1.9774
N -0.4150 0.9946 0.8224
C 0.0525 0.4857 -0.2950
N 1.0772 -0.4119 -0.3515
N 0.8472 -1.6486 0.3190
N -0.6141 0.8835 -1.4844
S -1.2560 -0.2265 -2.5788
H 1.2780 0.9741 1.8218
H -0.0301 1.3230 2.6899
H 1.3880 -0.6124 -1.2746
H -0.0248 -2.0743 0.0574
H 0.7928 -1.3645 1.3325
H -1.1510 1.7270 -1.2145
H -2.2648 -0.7941 -1.8215

=====

25
Properties=species:S:1:pos:R:3 method="wB97M-V/def2-TZVPD" e_homo_ev=-7.34 charge=0 relative_energy_kcal_mol=39.8 energy_ha=-929.877109
O 4.0753 -0.0612 0.2447
C 2.8814 -0.2632 0.1095
C 2.2075 -1.5677 -0.0424
N 0.6941 -1.3780 -0.0668
C 0.0915 -0.8972 1.2956
N -0.5992 0.3762 1.1865
C -1.5884 0.3848 0.1163
N -0.7564 0.4734 -1.1543
C 0.1187 -0.6914 -1.2818
C -0.1046 1.7498 -1.3579
P 1.1866 2.2685 -0.0679
C 0.1166 1.6309 1.4259
O 2.0437 0.8212 -0.3037
H 2.5612 -2.4860 0.5662
H 0.5412 -2.4568 -0.0418
H 0.8973 -0.9626 2.0034
H -0.5591 -1.6361 1.6470
H -2.0411 -0.5780 0.0439
H -2.4723 1.1760 0.2541
H -0.3210 -1.5061 -1.9084
H 1.0659 -0.4009 -1.9854
H 0.4124 1.6703 -2.3478
H -0.8152 2.5784 -1.2367
H -0.4504 2.5514 1.7343
H 0.7588 1.3879 2.2511

=====

116
Properties=species:S:1:pos:R:3 method="wB97M-V/def2-TZVPD" e_homo_ev=-11.40 charge=+1 relative_energy_kcal_mol=20.8 energy_ha=-4776.707185
Pb -3.2057 2.5745 1.6604
As -0.7379 0.0925 -0.2993
F -0.6441 -0.0675 1.4542
F -2.0916 -0.8543 -0.1982
F -0.9977 0.3510 -1.9149
F 0.2483 1.4278 -0.1415
F 0.3028 -0.9020 -0.4443
F -2.0261 1.4717 0.0293
C -3.3591 0.9255 4.7806
C -3.1273 -0.1920 3.7681
C -3.9821 -1.4415 3.9536
O -3.3904 0.2815 2.3726
H -2.6589 1.7542 4.6546
H -3.1571 0.5248 5.7668
H -4.3700 1.3708 4.7660
H -2.0564 -0.3736 3.7853
H -3.5547 -1.9429 4.8259
H -3.8722 -2.1200 3.1554
H -4.9874 -1.1553 4.0954
H -2.9212 -0.2848 1.7082
C 3.0061 -1.0280 1.6014
C 3.9767 -1.0261 2.7846
C 3.9244 0.3708 3.5255
O 3.6004 -2.0923 3.6897
H 2.0025 -0.9204 2.0032
H 3.0149 -1.9715 1.0801
H 3.2260 -0.2027 0.9772
H 5.0153 -1.1174 2.4003
H 4.6997 0.4296 4.2918
H 2.9014 0.5686 3.8137
H 4.1634 1.1540 2.7901
H 4.1860 -2.0028 4.4467
C 0.1389 2.1308 4.7799
C -0.2131 2.8672 3.4098
C 1.0793 3.2323 2.6519
O -1.1627 2.1869 2.6365
H -0.7603 1.8744 5.3731
H 0.7666 2.7327 5.4632
H 0.6962 1.2094 4.6862
H -0.7657 3.8137 3.6589
H 1.6348 2.3735 2.2573
H 1.6556 3.7741 3.4167
H 0.8269 3.8680 1.7670
H -0.6844 1.4976 2.0879
C 1.8967 -3.1405 -3.7634
C 0.4881 -3.6857 -3.5513
C 0.5056 -4.7114 -2.4418
O -0.2583 -2.4954 -3.3457
H 2.7166 -3.8061 -4.0997
H 2.1715 -2.6604 -2.8358
H 1.8780 -2.4451 -4.6276
H 0.1430 -4.2469 -4.4107
H 1.0352 -4.3561 -1.5226
H 1.0616 -5.6092 -2.7752
H -0.5001 -5.1348 -2.2012
H -0.9366 -2.6686 -2.7332
C -4.7973 2.6473 -1.8200
C -5.0661 1.2019 -1.4233
C -4.3470 0.1500 -2.3556
O -4.7025 1.1384 0.0411
H -5.3617 3.2892 -1.1623
H -5.3028 2.6205 -2.7805
H -3.7797 2.9682 -1.8922
H -6.1806 1.0603 -1.4283
H -4.3394 -0.8633 -1.8513
H -3.3199 0.3796 -2.6417
H -4.9664 -0.0038 -3.2301
H -4.8294 0.2127 0.3192
C 5.1599 -1.6868 -3.3526
C 4.5750 -1.0662 -2.1147
C 5.5396 -0.1388 -1.4680
O 3.4356 -0.3044 -2.5630
H 4.4102 -2.3024 -3.9030
H 6.1143 -2.2288 -3.1999
H 5.4037 -0.8828 -4.1023
H 4.2207 -1.8940 -1.4612
H 5.0631 0.6135 -0.8261
H 6.0370 0.4437 -2.1984
H 6.2792 -0.6487 -0.8678
H 2.8367 -0.0585 -1.8388
C -0.0340 0.3833 -6.0996
C 0.4503 1.2668 -4.9756
C 1.9383 1.4711 -5.0028
O -0.2294 2.4908 -5.0237
H 0.3012 -0.6460 -5.8988
H 0.4765 0.6344 -7.0008
H -1.1198 0.4745 -6.2974
H 0.0818 0.7977 -4.0282
H 2.4293 0.5144 -4.9225
H 2.1298 2.1333 -4.1285
H 2.2165 2.0344 -5.8948
H 0.3710 3.1430 -5.5118
C -1.2484 3.9281 -2.1791
C -0.8783 4.2804 -0.6960
C -0.3416 5.7417 -0.6053
O -2.1094 4.2801 0.1116
H -1.5665 2.9021 -2.2121
H -0.3977 4.0326 -2.8365
H -2.0439 4.5774 -2.5342
H -0.2226 3.4906 -0.2749
H -0.2631 6.0649 0.4374
H -0.9402 6.4842 -1.0739
H 0.6280 5.7663 -1.0316
H -2.4918 5.1380 -0.1180
C -1.3164 -3.7961 2.8245
C -0.4862 -5.0464 3.0694
C 0.5435 -4.7474 4.1195
O -1.4482 -6.0281 3.3653
H -0.6864 -3.0220 2.3094
H -1.6477 -3.3306 3.7416
H -2.1775 -4.1200 2.2787
H 0.0554 -5.3337 2.1733
H 0.0531 -4.5463 5.0836
H 1.1863 -3.9438 3.8112
H 1.1910 -5.5980 4.1910
H -1.0268 -6.7210 3.8877